This record from the Open Molecules 2025 dataset describes a molecular structure, C6H9NO. The level of theory is the ωB97M-V functional and the def2-TZVPD basis.

- HOMO energy (eV) = -8.496
- Kohn-Sham gap (eV) = 9.42
- E_tot (eV) = -9895.2644
- net charge = 0
- energy relative to the best compared isomer or geometry (same formula, charge and spin) (kcal/mol) = 238.4

Positions of all 17 atoms, in Å:
C1 0.653 -0.382 1.602
C2 1.529 0.427 -0.771
C3 -0.085 0.340 -1.113
C4 -0.696 -0.297 0.713
C5 -1.979 -0.387 -0.030
C6 -1.556 0.118 -1.205
H1 0.863 -1.289 2.234
H2 0.771 0.507 2.228
H3 2.129 -1.236 0.466
H4 2.240 -0.080 -1.343
H5 1.768 1.513 -0.750
H6 0.064 -0.737 -1.198
H7 -0.360 -1.170 0.129
H8 -2.815 -0.929 0.240
H9 -2.059 0.001 -2.208
N1 1.669 -0.341 0.483
O1 -0.186 0.860 0.205